1.
Formula: C11H25FNO9S
Source: the Open Molecules 2025 dataset
Level of theory: ωB97M-V/def2-TZVPD

The geometry in XYZ format:
```
48
Properties=species:S:1:pos:R:3
S 3.85 1.10 -3.12
F 3.51 2.17 -4.20
O -3.38 -4.83 6.02
O 0.40 7.70 -3.23
O -0.81 -4.50 0.32
O -1.62 -4.75 4.78
O -0.68 -2.37 -0.40
O 1.03 -3.83 -0.59
O 2.10 6.38 -3.47
O 0.11 5.48 -2.91
O -1.74 -3.38 6.57
N 2.47 0.64 -2.41
C -2.20 -4.23 5.86
C -0.34 -4.20 4.49
C -4.13 -4.37 7.16
C 1.76 -2.78 -1.19
C 0.79 6.44 -3.18
C 2.60 5.06 -3.43
C -0.98 7.91 -2.95
C 0.12 1.06 -1.73
C -0.21 -3.47 -0.24
C -2.16 -4.26 0.75
C 1.27 1.56 -2.58
H 2.74 -3.17 -1.44
H -0.30 0.13 -2.12
H -2.18 -3.48 1.51
H 1.25 -2.44 -2.10
H 2.10 4.44 -4.18
H 2.47 4.63 -2.44
H 3.66 5.11 -3.67
H -0.64 1.83 -1.72
H 1.53 2.58 -2.31
H -1.61 7.39 -3.66
H 0.36 -4.38 5.31
H 2.25 -0.25 -2.86
H 0.02 -4.70 3.60
H -0.41 -3.13 4.30
H -1.14 8.98 -3.03
H -2.52 -5.18 1.18
H 0.43 0.85 -0.71
H 0.98 1.54 -3.63
H -2.79 -3.98 -0.09
H -5.05 -4.94 7.16
H 4.37 1.88 -2.14
H -4.34 -3.31 7.07
H -3.58 -4.56 8.07
H 1.87 -1.95 -0.49
H -1.22 7.59 -1.94
```

ΔE to the lowest compared entry with this formula, charge and spin	0.0	kcal/mol
Kohn-Sham gap	7.4	eV
highest occupied orbital energy	-12.321	eV
electronic energy	-45274.07436	eV
charge	+1

Calculated atomic charges, method natural (NBO), unit e: number 1, S, carries 1.332; number 2, F, carries -0.422; number 3, O, carries -0.491; number 4, O, carries -0.475; number 5, O, carries -0.478; number 6, O, carries -0.498; number 7, O, carries -0.659; number 8, O, carries -0.484; number 9, O, carries -0.483; number 10, O, carries -0.661; number 11, O, carries -0.639; number 12, N, carries -0.749; number 13, C, carries 0.977; number 14, C, carries -0.258; number 15, C, carries -0.257; number 16, C, carries -0.258; number 17, C, carries 0.982; number 18, C, carries -0.257; number 19, C, carries -0.258; number 20, C, carries -0.628; number 21, C, carries 0.981; number 22, C, carries -0.260; number 23, C, carries -0.232; number 24, H, carries 0.200; number 25, H, carries 0.234; number 26, H, carries 0.196; number 27, H, carries 0.170; number 28, H, carries 0.185; number 29, H, carries 0.170; number 30, H, carries 0.198; number 31, H, carries 0.255; number 32, H, carries 0.227; number 33, H, carries 0.197; number 34, H, carries 0.198; number 35, H, carries 0.416; number 36, H, carries 0.193; number 37, H, carries 0.187; number 38, H, carries 0.208; number 39, H, carries 0.211; number 40, H, carries 0.234; number 41, H, carries 0.216; number 42, H, carries 0.196; number 43, H, carries 0.199; number 44, H, carries 0.113; number 45, H, carries 0.193; number 46, H, carries 0.196; number 47, H, carries 0.186; number 48, H, carries 0.196

***

2.
Formula: C24H55BrN5O8P2S
Source: the Open Molecules 2025 dataset
Level of theory: ωB97M-V/def2-TZVPD

The geometry in XYZ format:
```
96
Properties=species:S:1:pos:R:3
Br 5.73 3.19 1.78
S 5.00 -0.97 2.08
P 1.27 4.43 2.21
P 2.88 2.07 -1.74
O 1.88 0.05 3.36
O 1.19 -1.93 3.80
O -8.70 -3.80 -0.20
O -1.40 -3.08 -3.29
O -6.44 -3.03 -2.06
O 0.15 -0.66 -2.34
O -7.85 -0.96 0.41
O -0.47 -0.69 -5.32
N 1.90 2.82 2.19
N 2.43 2.76 -0.12
N 2.06 -1.40 3.27
N 2.84 0.94 1.34
N 1.04 5.12 3.56
C -7.84 -2.04 1.33
C 2.65 2.25 3.35
C -1.16 0.50 -5.63
C -7.69 -3.41 0.70
C 4.32 0.24 3.24
C -8.82 -3.18 -1.46
C 3.46 3.68 -2.38
C 4.55 4.11 3.06
C 0.96 -1.18 -3.38
C 7.07 -0.70 4.06
C 2.95 0.80 2.81
C 6.72 -1.19 2.66
C 2.19 -0.12 0.53
C -0.69 -4.23 -2.87
C -1.26 -0.79 -2.40
C -7.72 -3.46 -2.47
C -5.45 -4.02 -1.94
C 3.77 3.14 3.93
C 2.40 2.21 1.08
C -9.03 -0.19 0.37
C 0.81 -0.56 -4.75
C 5.39 5.05 3.91
C 4.48 1.25 -1.38
C -1.82 -2.19 -2.28
H 1.94 2.10 4.16
H -1.62 -0.26 -1.51
H 0.16 -4.39 -3.54
H 4.44 0.25 -1.82
H -7.99 -2.91 -3.38
H 0.14 4.26 1.40
H -6.97 -1.91 1.99
H -2.21 0.38 -5.38
H -8.73 -2.02 1.96
H 6.70 0.30 4.28
H 2.69 4.44 -2.24
H 4.46 2.50 4.49
H -8.88 0.77 0.87
H 5.03 1.06 3.30
H -1.61 -2.60 -1.29
H -9.28 0.02 -0.67
H 5.28 1.82 -1.87
H 1.98 -0.95 -3.06
H 4.71 1.15 -0.33
H -9.88 -0.70 0.83
H -1.08 0.72 -6.70
H 4.40 4.01 -1.92
H 8.16 -0.66 4.16
H 4.72 5.74 4.43
H 1.26 4.62 4.41
H 4.22 -0.19 4.24
H -2.91 -2.09 -2.37
H 2.93 -0.81 0.14
H -4.85 -3.81 -1.06
H 6.87 -2.27 2.63
H -7.71 -4.53 -2.72
H -1.68 -0.27 -3.26
H -9.00 -2.10 -1.37
H 1.11 0.49 -4.72
H 3.60 3.54 -3.46
H 1.52 -1.09 -5.40
H 3.30 3.78 4.69
H 3.89 4.70 2.43
H -5.88 -5.02 -1.83
H -6.69 -3.53 0.27
H 2.08 3.70 -0.17
H -0.31 -4.12 -1.85
H -7.77 -4.12 1.52
H 1.45 -0.65 1.12
H 6.07 5.63 3.29
H 2.13 5.11 1.32
H 1.66 0.33 -0.31
H -1.33 -5.11 -2.92
H 0.89 -2.27 -3.43
H 5.98 4.50 4.63
H -9.73 -3.62 -1.89
H 6.71 -1.39 4.83
H 7.39 -0.75 1.92
H -0.77 1.36 -5.07
H -4.79 -4.01 -2.82
```

Kohn-Sham gap	7.4	eV
highest occupied orbital energy	-10.258	eV
electronic energy	-149052.86000	eV
charge	+1

Calculated atomic charges, method Löwdin, unit e: number 1, Br, carries 0.779; number 2, S, carries 0.887; number 3, P, carries 0.720; number 4, P, carries 0.951; number 5, O, carries -0.062; number 6, O, carries 0.143; number 7, O, carries -0.111; number 8, O, carries -0.183; number 9, O, carries -0.189; number 10, O, carries -0.152; number 11, O, carries -0.188; number 12, O, carries -0.179; number 13, N, carries -0.098; number 14, N, carries -0.042; number 15, N, carries 0.015; number 16, N, carries -0.009; number 17, N, carries -0.218; number 18, C, carries -0.199; number 19, C, carries -0.170; number 20, C, carries -0.106; number 21, C, carries -0.183; number 22, C, carries -0.422; number 23, C, carries -0.179; number 24, C, carries -0.285; number 25, C, carries -0.724; number 26, C, carries -0.186; number 27, C, carries -0.140; number 28, C, carries -0.424; number 29, C, carries -0.505; number 30, C, carries -0.025; number 31, C, carries -0.105; number 32, C, carries -0.171; number 33, C, carries -0.194; number 34, C, carries -0.118; number 35, C, carries -0.185; number 36, C, carries -0.406; number 37, C, carries -0.110; number 38, C, carries -0.201; number 39, C, carries -0.130; number 40, C, carries -0.269; number 41, C, carries -0.196; number 42, H, carries 0.154; number 43, H, carries 0.128; number 44, H, carries 0.083; number 45, H, carries 0.038; number 46, H, carries 0.127; number 47, H, carries 0.022; number 48, H, carries 0.124; number 49, H, carries 0.087; number 50, H, carries 0.122; number 51, H, carries 0.053; number 52, H, carries 0.040; number 53, H, carries 0.120; number 54, H, carries 0.085; number 55, H, carries -0.001; number 56, H, carries 0.122; number 57, H, carries 0.082; number 58, H, carries 0.047; number 59, H, carries 0.109; number 60, H, carries -0.008; number 61, H, carries 0.091; number 62, H, carries 0.090; number 63, H, carries 0.046; number 64, H, carries 0.083; number 65, H, carries 0.094; number 66, H, carries -0.014; number 67, H, carries 0.105; number 68, H, carries 0.123; number 69, H, carries 0.073; number 70, H, carries 0.079; number 71, H, carries 0.066; number 72, H, carries 0.123; number 73, H, carries 0.103; number 74, H, carries 0.102; number 75, H, carries 0.112; number 76, H, carries 0.048; number 77, H, carries 0.130; number 78, H, carries 0.113; number 79, H, carries 0.039; number 80, H, carries 0.092; number 81, H, carries 0.101; number 82, H, carries 0.062; number 83, H, carries 0.088; number 84, H, carries 0.130; number 85, H, carries 0.089; number 86, H, carries 0.074; number 87, H, carries 0.010; number 88, H, carries 0.050; number 89, H, carries 0.088; number 90, H, carries 0.104; number 91, H, carries 0.089; number 92, H, carries 0.132; number 93, H, carries 0.082; number 94, H, carries 0.066; number 95, H, carries 0.086; number 96, H, carries 0.085

***

3.
Formula: C5H8Cl2
Source: the Open Molecules 2025 dataset
Level of theory: ωB97M-V/def2-TZVPD

The geometry in XYZ format:
```
15
Properties=species:S:1:pos:R:3
Cl 2.42 -0.24 -0.40
Cl -1.28 -1.72 -0.23
C -0.02 0.69 0.41
C -0.82 1.57 -0.17
C 1.45 1.01 0.50
C -2.34 1.56 -0.35
C -0.50 -0.67 0.94
H 0.42 -1.18 1.35
H 1.79 1.12 1.49
H -2.75 2.55 -0.44
H -0.37 2.48 -0.62
H -2.65 1.08 -1.25
H -1.18 -0.56 1.75
H 1.60 1.98 0.00
H -2.86 1.01 0.48
```

ΔE to the lowest compared entry with this formula, charge and spin	18.4	kcal/mol
Kohn-Sham gap	10.6	eV
highest occupied orbital energy	-9.768	eV
SMILES	CC=C(CCl)CCl
electronic energy	-30359.08533	eV

Calculated atomic charges, method natural (NBO), unit e: number 1, Cl, carries -0.080; number 2, Cl, carries -0.032; number 3, C, carries -0.062; number 4, C, carries -0.124; number 5, C, carries -0.365; number 6, C, carries -0.657; number 7, C, carries -0.432; number 8, H, carries 0.228; number 9, H, carries 0.215; number 10, H, carries 0.220; number 11, H, carries 0.195; number 12, H, carries 0.234; number 13, H, carries 0.222; number 14, H, carries 0.222; number 15, H, carries 0.216

***

4.
Formula: C4H5NO
Source: the Open Molecules 2025 dataset
Level of theory: ωB97M-V/def2-TZVPD

The geometry in XYZ format:
```
11
Properties=species:S:1:pos:R:3
O 0.30 -1.28 -0.09
N 1.63 -1.21 0.05
C 1.98 0.05 0.11
C -0.18 0.06 -0.18
C 0.88 1.00 0.08
C -1.64 0.16 0.19
H 3.03 0.27 0.22
H -1.77 -0.02 1.26
H -2.00 1.16 -0.04
H 0.00 0.39 -1.25
H -2.23 -0.58 -0.36
```

ΔE to the lowest compared entry with this formula, charge and spin	108.0	kcal/mol
Kohn-Sham gap	8.9	eV
highest occupied orbital energy	-9.410	eV
electronic energy	-7761.84144	eV

Calculated atomic charges, method natural (NBO), unit e: number 1, O, carries -0.288; number 2, N, carries 0.010; number 3, C, carries -0.175; number 4, C, carries -0.083; number 5, C, carries -0.064; number 6, C, carries -0.616; number 7, H, carries 0.218; number 8, H, carries 0.231; number 9, H, carries 0.239; number 10, H, carries 0.301; number 11, H, carries 0.227

***

5.
Formula: C25H25F5GeN5OsSSe
Source: the Open Molecules 2025 dataset
Level of theory: ωB97M-V/def2-TZVPD

The geometry in XYZ format:
```
64
Properties=species:S:1:pos:R:3
Os -1.20 0.37 -0.45
Se 0.12 -1.36 0.78
Ge 1.17 -4.49 1.21
S -0.64 0.25 -2.50
F 0.87 2.84 -2.56
F 4.10 -1.51 -2.61
F 1.42 -1.82 -2.42
F 5.15 0.98 -2.78
F 3.55 3.15 -2.74
N -2.02 3.14 -0.02
N -0.03 1.94 0.32
N 1.87 3.06 1.04
N -2.46 1.89 -0.34
N -3.02 -0.60 -0.95
C -5.62 -1.42 -1.53
C -4.58 -2.33 -1.46
C 1.96 5.46 1.41
C -5.34 -0.08 -1.28
C -0.40 -3.22 0.68
C -3.69 1.67 -0.65
C 1.10 0.51 -2.53
C 1.66 1.78 -2.61
C 1.30 6.67 1.38
C 1.24 1.96 0.70
C -4.05 0.30 -0.99
C 3.03 1.95 -2.69
C -3.29 -1.88 -1.16
C 3.86 0.82 -2.71
C -0.26 -1.01 2.66
C -0.74 5.61 0.65
C -0.09 4.37 0.66
C 2.05 -4.89 -0.48
C 3.32 -0.46 -2.62
C -0.05 6.75 1.00
C 1.94 -0.60 -2.53
C 0.24 -5.99 2.03
C 1.25 4.32 1.04
C 2.36 -3.54 2.43
C -0.76 3.15 0.30
H -6.13 0.67 -1.31
H 1.87 -3.23 3.35
H 2.35 -3.97 -0.99
H 2.85 3.00 1.32
H -0.53 -6.38 1.36
H 1.80 1.03 0.71
H 3.00 5.40 1.70
H -2.46 -2.57 -1.12
H -0.55 7.71 0.99
H -1.24 -1.40 2.90
H -0.22 0.06 2.82
H -6.62 -1.75 -1.77
H 3.16 -4.23 2.71
H 1.40 -5.47 -1.13
H -1.29 -3.38 1.28
H 2.84 -2.68 1.95
H -0.23 -5.68 2.97
H 0.51 -1.51 3.23
H -1.78 5.66 0.35
H 0.94 -6.79 2.25
H -4.40 2.49 -0.66
H -4.74 -3.39 -1.64
H 2.95 -5.47 -0.30
H -0.62 -3.42 -0.37
H 1.83 7.57 1.66
```

Kohn-Sham gap	5.7	eV
highest occupied orbital energy	-17.123	eV
electronic energy	-182506.58185	eV
charge	+3

Calculated atomic charges, method natural (NBO), unit e: number 1, Os, carries 0.736; number 2, Se, carries 0.596; number 3, Ge, carries 1.612; number 4, S, carries 0.529; number 5, F, carries -0.283; number 6, F, carries -0.252; number 7, F, carries -0.287; number 8, F, carries -0.230; number 9, F, carries -0.249; number 10, N, carries -0.306; number 11, N, carries -0.626; number 12, N, carries -0.477; number 13, N, carries -0.282; number 14, N, carries -0.451; number 15, C, carries -0.101; number 16, C, carries -0.182; number 17, C, carries -0.240; number 18, C, carries -0.129; number 19, C, carries -0.994; number 20, C, carries 0.221; number 21, C, carries -0.418; number 22, C, carries 0.357; number 23, C, carries -0.105; number 24, C, carries 0.364; number 25, C, carries 0.069; number 26, C, carries 0.274; number 27, C, carries 0.101; number 28, C, carries 0.342; number 29, C, carries -0.757; number 30, C, carries -0.114; number 31, C, carries -0.167; number 32, C, carries -1.092; number 33, C, carries 0.319; number 34, C, carries -0.165; number 35, C, carries 0.350; number 36, C, carries -1.082; number 37, C, carries 0.226; number 38, C, carries -1.106; number 39, C, carries 0.440; number 40, H, carries 0.269; number 41, H, carries 0.232; number 42, H, carries 0.231; number 43, H, carries 0.455; number 44, H, carries 0.249; number 45, H, carries 0.232; number 46, H, carries 0.249; number 47, H, carries 0.225; number 48, H, carries 0.261; number 49, H, carries 0.256; number 50, H, carries 0.243; number 51, H, carries 0.275; number 52, H, carries 0.279; number 53, H, carries 0.252; number 54, H, carries 0.252; number 55, H, carries 0.228; number 56, H, carries 0.247; number 57, H, carries 0.274; number 58, H, carries 0.256; number 59, H, carries 0.272; number 60, H, carries 0.272; number 61, H, carries 0.273; number 62, H, carries 0.270; number 63, H, carries 0.246; number 64, H, carries 0.261

***

6.
Formula: C3H3ClO2
Source: the Open Molecules 2025 dataset
Level of theory: ωB97M-V/def2-TZVPD

The geometry in XYZ format:
```
9
Properties=species:S:1:pos:R:3
Cl -0.05 1.95 -0.28
O 0.36 -0.04 -3.24
O 0.54 -1.38 -1.39
C -0.19 0.00 1.47
C 0.45 -0.71 -2.32
C -0.84 1.24 1.01
H -0.28 -0.10 2.55
H 0.84 -0.17 1.14
H -0.83 -0.79 1.05
```

ΔE to the lowest compared entry with this formula, charge and spin	0.0	kcal/mol
Kohn-Sham gap (alpha / beta)	8.5 / 10.5	eV
highest occupied orbital energy (alpha / beta)	-7.901 / -11.679	eV
⟨S²⟩	2.007
electronic energy	-19773.76735	eV
2S+1	3

Calculated atomic charges, method natural (NBO), unit e: number 1, Cl, carries 0.001; number 2, O, carries -0.506; number 3, O, carries -0.522; number 4, C, carries -0.764; number 5, C, carries 1.026; number 6, C, carries 0.063; number 7, H, carries 0.230; number 8, H, carries 0.242; number 9, H, carries 0.231